(1)
A cluster of 4 separate species, C15H25BrN2O12S in total in a non-equilibrium geometry, computed with ωB97M-V with the def2-TZVPD basis set.

total energy	-124382.9691	eV
SMILES	CO[C@@H](Br)[C@@H](OC#N)OCN=C=S.COC(=O)OC.COC(=O)OC.COC(=O)OC
spin multiplicity	1
highest occupied orbital energy	-9.869	eV
F_max	6.05	eV/A
M	537.338	g mol⁻¹
LUMO level	-0.6	eV
HOMO-LUMO gap	9.3	eV

Element x y z (Å)
Br -4.397 -0.034 -1.101
S -7.071 2.630 -0.333
O 4.017 6.085 -1.128
O -1.053 0.993 0.684
O -3.567 -1.375 1.335
O 2.934 4.682 -2.390
O -3.246 2.003 0.372
O 3.123 -4.346 -1.779
O 1.767 6.334 -1.353
O 1.775 -1.941 1.498
O 2.037 -5.749 -3.037
O 2.155 -3.932 2.292
O 0.469 -2.702 3.198
O 0.872 -4.099 -1.990
N -0.844 2.157 -1.677
N -4.717 3.920 0.871
C -0.936 1.626 -0.598
C 4.025 7.221 -0.266
C 0.812 -6.211 -3.604
C -3.719 2.931 1.406
C -2.477 0.929 0.982
C 1.711 4.220 -2.965
C -5.815 3.294 0.555
C -3.081 -0.463 0.338
C 1.027 -0.726 1.508
C 1.905 -4.672 -2.243
C 1.840 -4.981 3.207
C 2.799 5.759 -1.599
C 1.373 -2.844 2.411
C -4.801 -0.917 1.946
C 3.134 -3.209 -0.914
H 2.532 -3.396 -0.027
H 0.822 -5.342 3.043
H -0.021 -0.919 1.278
H 1.939 3.350 -3.582
H -5.749 -1.276 1.383
H -2.788 3.551 1.707
H 2.532 -5.804 3.021
H 1.038 -7.079 -4.224
H 2.780 -2.320 -1.442
H 5.054 7.391 0.052
H -2.643 0.905 2.117
H -2.187 -0.969 -0.189
H 1.271 4.989 -3.603
H 1.010 3.915 -2.186
H 1.971 -4.646 4.238
H 3.676 8.110 -0.796
H -4.820 -1.382 3.008
H 0.367 -5.441 -4.238
H 1.436 -0.074 0.735
H 1.125 -0.221 2.472
H -4.192 2.398 2.300
H 4.165 -3.037 -0.601
H -4.869 0.218 2.093
H 0.116 -6.517 -2.821
H 3.415 7.036 0.622

=====

(2)
A structure of composition C15H25BrN2O4 in a non-equilibrium geometry, computed with ωB97M-V with the def2-TZVPD basis set.

total energy	-97170.1955	eV
spin multiplicity	1
highest occupied orbital energy	-5.928	eV
F_max	2.99	eV/A
energy above the lowest of the compared OMol25 structures with the same formula, charge and spin	2.8057	eV
M	377.279	g mol⁻¹
LUMO level	-1.9	eV
HOMO-LUMO gap	4.0	eV

Element x y z (Å)
Br 5.031 1.353 -2.668
O 3.859 2.079 1.200
O -0.468 1.590 3.522
O 3.649 0.974 -0.757
O -3.648 0.979 0.274
N -0.627 -3.198 -0.044
N -0.875 0.712 1.394
C 1.569 -2.489 -2.142
C -2.765 0.947 -0.840
C 0.765 0.512 -0.310
C -0.014 1.240 2.283
C 1.207 0.094 -1.708
C 0.819 -3.208 0.233
C 3.114 1.333 0.268
C -4.033 2.295 0.648
C -3.239 2.884 1.826
C 1.709 1.079 0.600
C 1.696 -3.549 -1.001
C 2.166 -1.144 -1.624
C -0.535 0.366 0.129
C -1.684 -0.164 -0.693
C 1.278 1.415 1.910
H -1.837 0.566 1.695
H 0.355 -0.079 -2.376
H 2.739 -3.643 -0.664
H 0.541 -2.411 -2.521
H -5.094 2.307 0.940
H -0.780 -2.649 -0.888
H 1.784 0.919 -2.153
H -3.360 0.752 -1.750
H 2.220 -2.861 -2.946
H 0.979 -4.031 0.952
H -0.894 -4.141 -0.319
H -3.143 2.177 2.668
H 1.152 -2.299 0.755
H -1.395 -0.467 -1.701
H -2.147 -1.039 -0.211
H -2.260 1.912 -1.014
H -3.759 3.765 2.229
H -0.492 0.773 4.044
H 3.049 -0.902 -2.232
H 2.534 -1.241 -0.595
H 3.665 3.004 0.984
H 1.334 -4.515 -1.388
H -3.953 3.012 -0.188
H -2.209 3.167 1.559
H 1.997 1.820 2.618

=====

(3)
A cluster of 6 separate species, C15H25Cl15NO4S in total in a non-equilibrium geometry, computed with ωB97M-V with the def2-TZVPD basis set.

total energy	-224294.7441	eV
charge	+1
spin multiplicity	1
highest occupied orbital energy	-12.194	eV
F_max	9.57	eV/A
M	847.230	g mol⁻¹
LUMO level	-3.5	eV
HOMO-LUMO gap	8.7	eV

Element x y z (Å)
Cl -2.238 -4.642 6.086
Cl -2.674 1.816 3.684
Cl 1.948 -2.660 -5.236
Cl 3.509 -4.476 -3.578
Cl -1.236 2.204 -4.750
Cl 5.322 -3.851 2.114
Cl 1.109 -5.432 -4.924
Cl -4.923 0.806 5.234
Cl 4.976 -1.211 0.932
Cl -2.577 1.868 6.594
Cl -2.408 -1.735 6.148
Cl 1.113 3.772 -5.463
Cl 2.848 -3.190 0.726
Cl 0.849 1.031 -6.413
Cl -2.656 -3.155 3.617
S -1.437 4.905 0.790
O -1.676 6.306 1.468
O -0.408 -2.260 -2.559
O -2.824 4.224 0.683
O -2.747 -2.880 -1.892
N -0.259 2.490 1.788
C -1.732 -2.956 1.078
C 1.883 -4.047 -4.135
C -0.177 -0.831 -2.181
C 2.158 1.326 -0.405
C -2.986 -3.211 5.357
C -0.425 1.901 0.406
C 2.133 -0.186 -1.031
C -0.890 -3.359 -0.108
C -1.418 -2.819 -1.600
C -3.621 2.005 5.169
C 1.380 -0.337 -2.479
C 0.802 2.212 -0.638
C -0.019 2.519 -6.000
C 4.601 -2.936 0.779
C -0.182 3.999 1.843
H 0.343 2.135 -1.727
H 2.288 1.198 0.775
H -4.068 -3.277 5.500
H 1.869 -1.199 -3.138
H -1.430 2.166 -0.133
H -0.853 5.202 -0.483
H 1.133 3.355 -0.530
H 0.102 -3.974 -0.011
H 0.926 4.378 1.625
H 5.030 -3.300 -0.158
H -0.311 -0.787 -1.018
H 1.319 0.644 -3.114
H -2.576 -2.126 0.927
H -0.440 0.717 0.554
H 1.752 -0.998 -0.245
H 3.274 -0.482 -1.226
H 0.673 2.129 2.154
H 1.283 -3.767 -3.264
H -0.952 -0.093 -2.654
H -0.406 4.309 2.972
H -1.568 -3.385 2.162
H 3.088 1.907 -0.813
H -0.532 2.879 -6.896
H -0.992 2.156 2.469
H -4.070 3.001 5.166

=====

(4)
A structure of composition C15H25Cl2MgO14S in a non-equilibrium geometry, computed with ωB97M-V with the def2-TZVPD basis set.

total energy	-85943.1428	eV
charge	-1
spin multiplicity	1
highest occupied orbital energy	-3.624	eV
F_max	6.33	eV/A
M	556.629	g mol⁻¹
LUMO level	-1.1	eV
HOMO-LUMO gap	2.5	eV

Element x y z (Å)
Cl 2.091 5.661 8.551
Cl 4.883 5.979 6.805
S 6.110 0.566 0.960
Mg 1.787 1.494 0.709
O 2.307 0.544 -7.266
O -1.766 -3.333 6.272
O 7.012 0.578 -0.163
O 5.312 1.818 1.133
O -2.740 -3.204 -4.475
O 6.714 0.098 2.164
O 2.739 2.620 -7.797
O -3.852 -1.271 -4.577
O 2.323 2.029 -5.587
O -1.471 3.988 2.363
O -0.624 -2.256 7.719
O -2.151 -1.377 -3.090
O -0.297 -1.901 5.487
O 4.904 -0.191 0.631
C -2.836 -1.952 -3.983
C -2.526 -3.489 7.457
C 2.412 1.731 -6.798
C -2.098 4.622 3.446
C -4.684 -2.171 -5.243
C 1.631 -0.411 -9.355
C -5.134 -1.593 -6.602
C -1.532 -3.009 8.448
C 3.990 4.512 6.946
C 2.660 0.494 -8.635
C 2.640 1.983 -9.076
C -0.891 -2.433 6.425
C -2.998 -4.880 7.595
C 3.366 4.431 8.272
C -3.766 -3.369 -5.402
H -3.356 -4.980 8.620
H 4.729 3.711 6.900
H 2.117 -0.608 -10.310
H 0.664 0.019 -9.617
H -1.909 4.116 4.392
H 3.024 3.412 8.454
H -3.347 -3.496 -6.400
H -3.710 -5.170 6.822
H 1.691 2.312 -9.500
H -3.182 4.550 3.349
H -1.896 -2.443 9.305
H -1.835 5.678 3.506
H -4.264 -1.404 -7.231
H -4.463 -4.176 -5.174
H -3.454 -2.930 7.339
H 3.493 2.213 -9.715
H 3.223 4.449 6.175
H 4.101 4.574 9.064
H 3.656 0.081 -8.793
H -5.549 -2.436 -4.635
H -5.815 -2.346 -6.999
H -2.165 -5.573 7.476
H 1.443 -1.308 -8.765
H -5.781 -0.730 -6.446
H -0.930 -3.825 8.848